120
Properties=species:S:1:pos:R:3:forces:R:3 method="wB97M-V/def2-TZVPD" de_lowest_ev=16.607 spin_multiplicity=2 e_tot_ev=-83176.826 charge=+1 fmax_ev_per_a=19.82 lumo_ev="-3.66 / -10.12" gap_ev="9.0 / 2.5"
H 2.43056 4.51571 -1.04510 0.0 1.1 -2.9
H 3.51032 1.52814 4.28429 2.4 -16.3 10.1
O 1.59080 -3.56840 -3.50569 0.1 -1.0 3.2
H 1.86613 -0.50118 -2.94286 -0.8 1.2 0.1
H -1.22740 -2.77084 -5.35510 -1.4 -1.7 1.3
H -3.71410 -3.82387 0.11367 -0.1 1.0 -0.5
H -0.52285 -0.71100 -4.44463 -2.2 1.1 -1.9
O 3.36408 -0.88534 2.33287 -1.8 -3.4 0.0
O -2.70426 -1.07489 -1.33033 2.3 -1.3 2.8
O 4.84841 4.35482 -1.22625 -5.0 4.9 1.3
H 3.27883 4.37307 -2.26849 1.2 -0.5 -0.8
O -0.59203 1.04492 3.64809 2.3 -1.8 -3.7
O -3.73692 4.89340 -1.02541 -2.5 2.2 4.6
H -4.81849 -4.83684 0.42012 0.6 0.2 -0.2
H -2.69859 -1.37610 -2.21860 -0.1 -0.1 -1.7
H 1.91547 0.18549 5.89188 0.1 -0.3 0.0
O -2.22603 0.32303 1.77372 -1.2 0.4 4.4
H 1.01681 1.53067 0.65645 -0.1 -2.2 -1.5
O 6.14137 -1.02392 1.50421 4.5 -7.5 3.3
H -0.19869 3.09909 1.86906 0.9 0.8 0.4
H 1.23346 -3.43108 -4.36944 -0.9 -0.7 -0.8
H 3.75057 -0.06547 2.47298 1.4 2.2 0.3
H 2.46533 -4.62425 -1.66239 0.6 -3.3 -1.2
H 3.82046 -0.30523 -3.29605 -0.2 0.6 2.1
H 2.96902 -5.48144 -0.73315 0.9 -1.3 2.1
H 2.85074 -3.11740 1.42729 1.5 4.7 -5.4
H 2.53466 -0.91050 4.95136 0.4 2.4 1.7
O 1.44905 2.11137 -2.28375 5.2 -1.1 -3.0
H -0.95095 4.35355 2.45275 1.5 -0.7 0.3
H -2.48710 1.77751 1.73251 2.0 -0.8 -0.8
H 1.76845 1.97935 2.01725 -2.1 0.7 -2.7
O 4.11720 1.63615 -2.30761 4.3 -3.7 0.8
H 0.03601 -0.34198 -1.08829 -0.5 0.8 1.3
H -5.76405 -2.44630 -0.62274 -1.0 -1.1 0.0
O 3.39488 2.20605 3.92641 -2.7 15.9 -11.5
H -5.09224 1.08801 1.76830 1.1 -0.2 -2.3
O -5.60043 -1.77742 0.03695 1.4 0.7 -1.1
O 1.18649 2.28914 1.16547 1.9 0.8 4.3
O -2.96521 3.76405 3.57228 3.0 2.6 2.0
H -2.89036 -2.62667 4.05892 -1.8 -4.5 -4.8
H -1.90407 -1.63786 -0.93466 -2.8 2.1 -1.0
H -1.77599 -3.03987 -3.95971 -0.3 1.5 2.9
O 2.60474 -3.67935 2.03470 -2.6 -5.4 5.1
O 0.89956 -0.31936 -2.85494 1.4 -0.2 0.0
O -0.91986 3.84748 -1.45087 0.5 1.2 0.0
H 4.16634 0.59519 -4.51187 -0.1 0.7 0.1
H 4.38277 1.44996 -1.35377 -1.1 0.8 -1.1
H 2.85445 5.33885 1.53971 -3.0 2.7 2.4
O -1.30096 -0.26814 -4.98769 2.7 -2.0 1.9
H 1.53634 2.14670 -3.30076 0.0 -0.1 2.5
H 0.65407 -1.22541 -2.93755 -1.1 -1.2 -0.1
O 2.77311 -5.63447 -1.63835 -1.4 4.3 -0.7
H 0.24722 -0.44858 4.24555 0.8 0.3 -0.7
O 0.81046 -1.22237 4.16292 -1.3 -1.8 0.9
H -1.95265 3.76739 3.80499 -3.2 -0.6 -0.6
H 5.72389 -0.40598 1.10451 -4.6 6.6 -4.2
H 1.53395 5.70500 1.03927 -0.3 1.0 1.2
O 2.51857 4.86617 -2.01877 -2.2 -0.1 3.4
H -1.70615 -5.87247 -3.11522 0.6 1.1 0.3
O -3.24575 1.67837 -1.80560 -0.6 2.5 -0.2
O -2.79505 3.23730 -3.97264 0.0 0.5 -2.1
H 0.06547 -1.72634 0.57999 -0.7 -2.2 -0.3
H 1.76649 -4.12596 1.78605 0.9 0.8 0.1
O -0.23229 -2.67827 0.38760 6.1 3.6 -4.8
H -1.09882 1.37694 4.33600 -1.1 2.3 1.7
O -2.67039 -2.04434 4.66987 -1.7 4.2 5.1
H -3.76286 5.37183 -0.04241 -0.3 -1.6 -4.0
H 3.99285 -1.60609 2.51367 -0.1 0.7 0.1
H 4.86034 1.82058 1.84744 -1.8 0.1 -0.2
H -2.01805 -6.03953 -1.69093 1.4 1.9 -0.7
H -0.89496 3.12389 -0.82515 0.3 0.0 0.3
H -1.79420 -1.85448 4.56959 3.7 0.5 -0.3
O -0.40805 -0.05713 -0.20703 0.9 0.8 -1.6
H -4.06653 -4.39262 -2.06096 -0.6 -4.5 -1.2
H -0.84038 -2.87462 0.96031 -5.6 -1.9 5.5
O 3.93942 -0.27296 -4.20670 0.1 -1.7 -2.7
H 6.20156 -1.75610 0.84841 0.1 0.7 0.9
H 3.26834 2.21911 1.56373 2.7 -1.4 0.0
O -3.97078 -3.53962 -1.81763 -0.3 4.5 0.8
O -1.66135 -3.47402 -4.75102 1.7 0.1 -4.6
O -0.64508 -2.70091 -2.29223 -2.1 1.0 -0.5
O 2.73691 -0.02953 5.44008 0.3 -1.7 -1.0
O -1.51531 -5.36570 -2.28628 -2.1 -3.1 0.5
H -4.24619 -2.51415 2.21027 0.6 -1.9 0.2
O 2.73052 -2.04883 -1.06726 -1.4 -6.1 0.1
H -1.51028 0.22799 1.18317 1.6 -0.7 -1.3
H -2.84752 4.65185 -1.04270 2.9 -0.7 -0.7
H -3.74204 3.22553 -3.95002 -0.9 0.1 -0.5
H -3.20568 3.03855 3.05573 -0.4 -2.0 -0.6
H 3.20369 3.00639 4.35217 -0.1 0.8 1.7
H -4.92686 0.58325 3.22516 -3.1 1.8 -2.6
H -3.06981 -3.35539 -2.04399 0.9 0.0 -0.2
O -5.62121 1.06874 2.52409 2.1 -1.7 4.9
H -1.13986 0.51697 -0.50958 0.3 -0.5 -0.5
H 0.60591 2.34394 -2.16223 -5.2 1.6 0.6
H 4.31348 3.81836 -0.69213 -0.4 -1.5 1.0
O -3.59278 -3.24686 2.41021 -0.5 0.8 0.9
H -2.58443 3.09532 -3.08692 1.1 -0.3 2.1
H -2.88447 3.04784 1.06783 -2.8 2.5 -1.4
H 3.26619 -1.51469 -1.57548 2.0 1.8 -1.7
H 5.57922 3.97595 -1.46772 6.5 -3.8 -1.9
H -0.67538 -2.75964 -1.34358 0.6 -0.5 1.1
O -3.86096 -4.67302 0.49478 -0.9 -2.6 0.2
O -2.06063 2.67277 1.23059 1.4 -2.0 1.4
H -3.54792 0.93143 -1.33120 -0.6 -1.6 0.6
O 3.98279 1.49482 1.49998 0.1 1.8 -0.7
H -0.15680 1.56828 2.88445 -1.4 -0.6 2.8
H -1.74154 0.25130 2.75399 -1.2 0.2 -2.9
H -3.94258 -4.17842 2.28127 0.2 2.2 -0.3
H 1.08973 -4.24464 -2.90819 0.8 1.2 -2.7
H -4.00949 2.32719 -1.84511 1.2 -1.1 0.2
H 1.52414 -1.19341 3.53660 0.2 0.7 -1.1
H -1.27557 0.54788 -4.49691 -0.5 1.1 0.0
H -4.87650 -1.41944 -0.53652 -0.2 0.4 1.2
H 0.24956 -2.79813 -2.54314 1.6 -0.6 -0.4
H 2.88317 -3.05082 -1.53199 -0.4 4.6 1.7
H -0.18184 4.49534 -1.28411 -0.9 -1.2 -0.3
H 4.87861 0.94112 -2.68101 -2.6 3.0 0.9
O -0.27504 3.64334 2.71050 -2.2 1.0 -1.3
O 1.96167 5.91723 1.91648 3.3 -3.7 -3.6


120
Properties=species:S:1:pos:R:3:forces:R:3 method="wB97M-V/def2-TZVPD" de_lowest_ev=0.000 spin_multiplicity=2 e_tot_ev=-83193.433 charge=+1 fmax_ev_per_a=2.22 lumo_ev="-2.88 / -10.35" gap_ev="9.9 / 2.4"
H 2.67832 -3.41305 1.59480 0.0 0.1 0.0
H 0.29279 4.42866 3.08946 0.7 0.6 0.4
H -0.07580 1.66810 1.64360 -0.1 -0.7 -0.9
H -2.66831 -2.64541 2.75373 0.5 0.1 0.1
H 3.96639 2.96715 -0.72077 0.3 0.0 0.2
H -4.39639 -2.21098 -2.03807 -0.1 0.0 -0.1
H 1.86635 4.68190 3.63211 -0.7 0.3 0.4
O -1.69476 5.70890 0.32469 0.3 -0.2 -0.3
H -3.56769 5.11550 -1.98748 -0.1 1.1 -0.1
H -1.19428 -3.15367 3.06615 -0.1 0.5 0.0
H 1.39148 1.49094 1.66929 0.4 -0.6 -0.2
O 1.63877 0.91761 -1.64173 0.4 0.2 0.9
H -3.34103 2.77332 0.80369 -0.6 0.4 0.1
O -1.67605 1.34058 2.51469 0.8 0.9 -1.0
O 1.53824 -4.57674 -4.33125 0.3 -0.4 -0.1
H 3.47640 -1.41773 -0.89830 0.4 -0.1 0.2
O -2.23537 -2.68793 -4.97300 -0.8 0.9 -0.5
H 1.99118 4.19689 -1.36546 0.1 -0.1 0.1
O -0.88987 1.77192 -1.72206 -0.2 -1.4 -0.3
O 0.46865 -2.31179 2.90105 0.2 -0.3 -0.2
H 0.59174 -2.76167 -0.38815 0.1 -0.2 0.4
H 1.34658 3.33618 -0.32489 0.2 0.3 0.4
O -3.99070 -0.53605 -0.86431 0.0 0.1 -0.6
H -0.11487 -4.95964 0.36005 -0.3 0.1 -0.6
O 0.85775 -4.85579 0.23738 0.0 0.0 1.3
H 1.61701 -5.82251 -1.11773 0.3 -0.4 -0.9
H 2.47412 -4.37117 -4.44235 -0.1 0.3 -0.3
H 2.97251 0.14522 -2.53723 -0.8 0.2 -0.3
H 4.76518 0.55171 4.32144 -0.1 0.6 0.8
H 3.92958 3.74234 0.54005 0.2 0.0 0.3
H -3.89736 -0.73529 2.34609 0.8 0.7 0.0
H 0.37862 -5.75143 -1.77664 -0.2 -0.4 -0.7
O -3.27876 2.50287 -0.89568 0.1 -0.9 -0.9
H -4.08509 4.38659 -0.92817 -0.3 0.2 0.7
H 0.44273 5.84438 0.46003 0.0 0.1 -0.3
H 3.88714 -3.88428 2.34725 0.0 -0.1 0.3
H -4.19872 4.01416 1.10315 -0.1 0.1 0.2
H 1.74052 0.69715 5.52414 0.1 0.2 0.1
H -4.36877 1.93614 2.60000 -0.5 0.3 0.2
O 2.95078 -3.69334 2.48075 0.0 0.1 -0.5
O 3.29661 -1.45488 0.05053 0.1 -0.2 -0.6
H -0.71855 -1.12801 -0.47218 0.1 0.6 0.4
O -3.21950 -1.12836 1.77580 -0.5 -1.4 -0.6
O 4.08064 0.06417 4.81800 1.2 -0.3 -1.6
H 2.95295 1.65913 5.48127 0.1 -0.3 0.5
H 0.86821 1.57216 -3.48926 -0.6 -0.1 -0.2
H 4.08557 -0.66037 4.17008 -0.7 -0.4 0.6
H -1.29822 0.77478 3.19819 -1.0 0.0 0.3
H 1.74549 -1.84141 0.07331 -0.4 0.2 0.3
O -3.87332 5.32757 -1.08530 0.0 -1.5 -1.2
H -1.37658 5.00527 1.97004 -0.5 -0.9 0.0
H 2.37206 1.49516 3.77372 0.0 0.5 -0.1
O -4.32277 1.13521 3.15596 0.1 -0.2 -0.2
H 2.01885 1.84619 -1.55041 -0.1 0.5 -0.8
O -2.13137 -3.26207 3.27664 -0.4 -0.6 -0.1
H 3.94460 0.45361 -3.82093 -0.5 0.6 -0.3
O 2.65831 1.92298 2.92732 -0.6 -0.2 -0.4
H -2.11397 -1.77126 -4.63665 0.5 -0.5 0.0
H -2.47053 -4.63039 -0.06474 0.3 -0.1 -0.3
O 0.78091 -2.03416 0.22866 0.2 0.0 -0.4
H -3.18478 -2.59902 -5.15646 0.1 -0.6 -0.2
H 0.37407 -3.19889 -3.04179 1.5 0.1 -1.0
H -2.89160 -0.96523 -2.95125 -0.2 0.2 -0.3
H -0.44831 0.15062 0.37360 -0.4 -0.6 -0.4
O 1.33713 5.47840 0.39855 -0.2 -0.5 0.6
H -2.07639 5.18677 -0.41362 0.1 0.5 0.7
H 0.64870 -2.11552 1.95991 -0.2 -0.1 -0.2
H 1.54086 0.82953 -0.65749 -0.2 -1.1 -0.2
H -2.39594 -0.64877 1.66463 -0.3 0.7 0.5
H -3.25245 -0.85768 -0.33007 -0.2 0.1 0.3
O 0.62197 -2.38166 -2.59169 -1.4 0.8 1.5
H -2.35303 6.40872 0.41782 0.1 0.0 0.0
O -1.39288 4.55763 2.84411 1.0 0.4 0.7
H 4.64438 1.35886 0.64891 -0.5 0.4 0.6
H -0.02163 1.83105 -1.30447 0.0 0.4 0.3
H 0.58377 -1.26858 4.28693 0.5 0.1 0.3
H -1.84898 -4.08351 1.20873 -0.2 -0.2 0.4
H -4.29741 1.42359 4.07436 -0.1 0.1 0.0
H -1.42870 3.59402 2.81313 -0.6 0.1 -0.7
H -1.89920 -4.43845 -4.68078 0.0 -0.1 0.5
H -1.40233 -0.75133 -2.99986 0.1 0.0 -0.2
O 4.30167 0.66251 1.23343 -0.3 -1.4 0.0
H -0.64441 -5.14082 -4.25967 0.0 -0.3 0.1
H 1.11894 -4.94654 1.16738 0.5 0.0 -0.2
H 1.47351 5.12867 1.31908 0.0 0.4 -0.6
H -1.18643 0.80634 -1.36847 0.7 1.0 0.0
O 2.04975 3.29999 -0.98894 -0.6 0.3 -0.6
O -3.79038 3.25715 1.53211 0.3 -0.5 0.1
O 4.44167 3.04294 0.11720 0.1 0.4 -0.5
O -2.20724 -0.50586 -3.47833 0.1 0.2 0.8
O 1.99449 1.64414 5.52476 -0.5 0.2 -0.2
H 2.65152 1.42999 -5.41562 -0.1 -0.1 0.0
H -1.71936 -4.03403 -2.75542 -0.6 -0.2 0.6
O 1.10694 -0.89161 5.02949 -0.3 0.0 -0.1
O 3.57675 1.60617 -5.18869 -0.3 0.0 0.0
H -4.78765 -0.79031 -0.38638 0.1 0.0 0.2
O -1.88416 -3.45286 -1.94647 0.9 0.3 -0.8
H 1.19917 -2.90198 3.14398 0.0 0.0 0.1
O 0.69795 1.89974 -4.37800 0.5 0.1 -0.3
O 0.63025 1.22357 1.09131 0.1 1.6 1.0
H -3.77631 -3.29891 -2.87238 -0.3 0.2 0.0
H -2.37154 2.25235 -1.18058 -0.4 0.7 0.1
H -3.80174 1.76635 -1.28062 0.0 0.3 0.5
H 1.61064 -5.43162 -3.86935 -0.3 0.2 0.4
H -2.65938 1.42264 2.45491 0.8 -0.8 1.2
O 1.26842 -6.05691 -2.01404 -0.2 0.3 1.1
H 1.63629 -1.62467 5.35685 0.0 0.0 0.1
H 3.59800 2.57005 -5.22069 0.3 0.0 0.1
H 1.36793 -1.85070 -2.85698 0.2 -0.8 -0.9
O -1.10273 -0.24472 -0.26123 -0.1 -0.4 -0.1
H -0.19374 1.65124 -4.64982 0.0 -0.1 0.3
H 2.25020 2.80853 2.92673 0.0 -0.1 0.2
H 3.80101 -0.70547 0.46438 0.0 0.3 0.2
H 3.49979 0.95460 1.72697 1.0 0.6 -0.3
O 1.28279 4.46535 2.89953 0.1 -0.7 -0.5
H -1.14321 -2.83943 -2.11130 -0.6 0.1 0.6
O -1.57054 -5.04999 -3.98634 0.5 0.0 -0.7
O -4.53597 -2.68998 -2.86726 0.4 -0.1 0.0
O 3.85364 0.08004 -2.92193 1.0 -0.6 0.7
O -1.76213 -4.80157 0.56687 -0.3 0.1 0.3


13
Properties=species:S:1:pos:R:3:forces:R:3 method="wB97M-V/def2-TZVPD" de_lowest_ev=0.076 spin_multiplicity=1 e_tot_ev=-8521.758 charge=+1 fmax_ev_per_a=0.63 lumo_ev=-3.38 gap_ev=12.8
O 19.96369 -11.46859 7.33832 -0.4 -0.4 -0.2
H 16.17976 -10.70591 5.93994 0.2 0.1 -0.1
O 17.31600 -11.77998 9.32369 -0.2 0.0 -0.2
O 17.12902 -10.52520 5.99747 -0.3 -0.1 0.2
H 16.69015 -12.51484 9.26239 0.2 0.1 0.2
H 17.37962 -10.12916 5.15198 0.0 -0.1 0.2
H 17.16020 -8.40514 8.36615 0.2 0.0 0.1
O 17.98538 -8.88080 8.53605 -0.2 0.0 0.0
Li 18.06750 -10.73325 7.76819 0.4 0.2 0.2
H 19.72260 -12.30361 6.90724 0.3 0.2 0.0
H 20.89565 -11.57630 7.56649 -0.2 0.2 0.1
H 18.53122 -8.28605 9.06625 0.0 -0.1 -0.1
H 17.20955 -11.40049 10.20623 0.0 -0.1 -0.2


18
Properties=species:S:1:pos:R:3:forces:R:3 method="wB97M-V/def2-TZVPD" de_lowest_ev=0.081 spin_multiplicity=1 e_tot_ev=-26007.749 charge=-2 fmax_ev_per_a=2.26 lumo_ev=4.10 gap_ev=2.9
Li -0.06054 -0.10340 0.53820 0.1 0.5 -1.3
H -1.27158 -2.04488 -1.01923 0.1 0.5 0.1
O -1.11236 1.16746 -0.52589 -1.0 -1.2 0.8
H 1.22962 -1.39486 2.59260 0.2 0.2 -0.3
O 3.60218 0.88259 0.54143 0.0 -0.2 0.4
H 0.15267 -0.38555 3.00011 0.1 0.0 -0.2
H 2.66816 0.72546 0.16649 -0.1 0.2 -0.6
O -0.98912 -2.03386 -0.09177 -0.1 -0.3 0.0
O 0.52263 2.93397 -1.26614 0.1 -0.2 0.1
O 0.50420 -0.87054 2.24377 -0.4 -0.1 0.7
O 1.25718 0.53150 -0.66297 0.8 -0.7 1.8
H -1.13551 -2.92375 0.24269 0.1 0.1 -0.1
O 0.12829 0.89823 -2.82818 -0.7 0.4 0.7
O -3.40134 -0.14950 -0.97833 0.3 -0.1 0.3
H -2.49278 0.31018 -0.78314 -0.1 0.3 -0.4
H 3.68617 1.83800 0.50215 -0.2 0.0 -0.1
H -3.48054 -0.82241 -0.29492 0.1 0.1 0.0
P 0.19267 1.44136 -1.37688 0.6 0.7 -2.1


Repeat the third record exactly.
13
Properties=species:S:1:pos:R:3:forces:R:3 method="wB97M-V/def2-TZVPD" de_lowest_ev=0.076 spin_multiplicity=1 e_tot_ev=-8521.758 charge=+1 fmax_ev_per_a=0.63 lumo_ev=-3.38 gap_ev=12.8
O 19.96369 -11.46859 7.33832 -0.4 -0.4 -0.2
H 16.17976 -10.70591 5.93994 0.2 0.1 -0.1
O 17.31600 -11.77998 9.32369 -0.2 0.0 -0.2
O 17.12902 -10.52520 5.99747 -0.3 -0.1 0.2
H 16.69015 -12.51484 9.26239 0.2 0.1 0.2
H 17.37962 -10.12916 5.15198 0.0 -0.1 0.2
H 17.16020 -8.40514 8.36615 0.2 0.0 0.1
O 17.98538 -8.88080 8.53605 -0.2 0.0 0.0
Li 18.06750 -10.73325 7.76819 0.4 0.2 0.2
H 19.72260 -12.30361 6.90724 0.3 0.2 0.0
H 20.89565 -11.57630 7.56649 -0.2 0.2 0.1
H 18.53122 -8.28605 9.06625 0.0 -0.1 -0.1
H 17.20955 -11.40049 10.20623 0.0 -0.1 -0.2